1 | Here is a 2-piece molecular cluster, C5H13NOS overall from OMol25. Energies are from the ωB97M-V functional and the def2-TZVPD basis.

Summary:
- Spin multiplicity: 1
- HOMO (spin up / spin down): -7.583 / -7.584 eV
- Charge: 0
- Frontier orbital gap (spin up / spin down): 7.63 / 7.63 eV

Geometry as XYZ:
```
21
Properties=species:S:1:pos:R:3:lowdin_charge:R:1
C 1.11478 1.83948 -1.55673 -0.06
C 0.19825 2.10402 -2.68182 -0.23
C -0.97128 -2.34766 0.34885 -0.12
C 0.94016 -1.57051 1.69680 -0.16
C -0.32406 1.35727 1.46282 -0.21
N -0.23096 -1.19175 0.95378 -0.47
O -1.53085 0.31558 -0.60274 -0.48
S -0.18706 0.24905 0.00197 0.83
H 2.16499 1.38860 -1.93366 0.04
H -0.67229 1.51396 -2.28019 0.06
H 0.63840 1.65626 -3.66198 0.09
H -0.16105 3.04304 -2.80116 0.03
H -1.25364 -3.01827 1.18592 0.08
H -1.87694 -1.94242 -0.11621 0.06
H -0.45035 -2.97671 -0.48261 0.11
H 1.55189 -0.70600 1.58912 0.04
H 0.65722 -1.99857 2.72655 0.11
H 1.55439 -2.44704 1.24309 0.10
H 0.54467 1.28307 2.19278 0.07
H -0.32621 2.34778 0.94424 0.04
H -1.38007 1.10081 1.77121 0.07
```


2 | Here is C5H13NOS in the gas phase from OMol25. Energies are from the ωB97M-V functional and the def2-TZVPD basis.

Summary:
- Spin multiplicity: 1
- HOMO: -8.832 eV
- Charge: 0
- Frontier orbital gap: 9.53 eV

Geometry as XYZ:
```
21
Properties=species:S:1:pos:R:3:lowdin_charge:R:1
C -1.99618 0.14207 0.71015 -0.10
C -0.65191 0.80952 -1.13654 -0.09
C -0.81120 -1.70018 -0.49772 -0.08
C 2.48555 1.35438 0.40037 -0.27
C -0.77477 -0.23570 -0.01396 -0.72
N 0.42943 -0.24191 0.87261 -0.06
O 2.85554 -1.33700 0.26304 -0.51
S 2.07205 -0.22550 -0.26564 0.89
H -2.23592 -0.48945 1.53068 0.06
H -1.82173 1.21212 1.09641 0.11
H -3.00188 0.05694 0.14927 0.12
H 0.41893 0.83888 -1.54488 0.04
H -0.79189 1.78630 -0.70428 0.05
H -1.59243 0.66767 -1.85779 0.14
H -1.29186 -2.42023 0.27706 0.11
H -1.47078 -1.92269 -1.38730 0.09
H 0.14479 -2.08058 -0.84922 0.05
H 2.35937 1.21156 1.40772 0.00
H 1.54621 1.90724 -0.01266 0.08
H 3.51493 1.69534 0.19838 0.07
H 0.61375 -1.02879 1.36431 0.01
```


Need the numbers? Relative energies in hartree: 1 0.1372; 2 0.0000.


1 | Here is a 2-piece molecular cluster, C5H13NOS overall from OMol25. Energies are from the ωB97M-V functional and the def2-TZVPD basis.

Summary:
- Spin multiplicity: 1
- HOMO: -8.017 eV
- Charge: 0
- Frontier orbital gap: 4.47 eV

Geometry as XYZ:
```
21
Properties=species:S:1:pos:R:3:lowdin_charge:R:1
C 0.97284 -0.12694 -1.08926 -0.34
C 2.45725 -0.03924 -0.72776 -0.74
S 2.70966 -0.61393 0.93033 0.56
C 0.22953 1.05083 -0.49590 -0.31
N -1.16958 1.10072 -0.63276 0.12
C -1.76399 -0.16013 -0.34430 -0.24
C -3.24256 0.02391 0.00228 -0.21
O -3.66456 -0.84814 1.10603 -0.09
H 0.79160 -0.19904 -2.18415 0.12
H 0.70476 -1.17921 -0.89985 0.09
H 2.83072 0.95847 -1.03220 0.05
H 2.98576 -0.81064 -1.34495 0.08
H 2.72098 2.74533 0.61979 0.06
H 3.02181 2.06604 0.69787 -0.01
H 0.48050 1.04443 0.62086 0.14
H 0.79726 1.90142 -0.94218 0.13
H -1.58725 -0.87716 -1.15170 0.14
H -1.28767 -0.58796 0.56263 0.13
H -3.24951 1.09648 0.28697 0.11
H -3.97822 -0.28109 -0.76984 0.12
H -2.81856 -1.07978 1.50489 0.06
```


2 | Here is a 3-piece molecular cluster, C5H13NOS overall from OMol25. Energies are from the ωB97M-V functional and the def2-TZVPD basis.

Summary:
- Spin multiplicity: 1
- HOMO: -9.174 eV
- Charge: 0
- Frontier orbital gap: 7.37 eV

Geometry as XYZ:
```
21
Properties=species:S:1:pos:R:3:lowdin_charge:R:1
C 0.27571 -1.80060 1.20266 -0.15
C -1.16917 -1.53886 1.64657 -0.38
C -1.80878 -0.32801 1.06247 -0.63
S -0.92393 1.17772 1.49302 0.62
H 0.95659 -1.01860 1.57298 0.05
H 0.37765 -1.88967 0.10591 0.07
H 0.69452 -2.75633 1.59244 0.08
H -1.74727 -2.47099 1.42648 0.12
H -1.16403 -1.47920 2.77366 0.12
H -2.82229 -0.22481 1.47250 0.08
H -1.87490 -0.42939 -0.06476 0.09
O 3.14590 1.49728 -1.32082 -0.01
C 1.99336 1.04317 -1.01786 -0.28
C 0.89556 0.94186 -2.07905 -0.26
N -0.39539 1.64543 -1.93161 -0.02
H 1.76792 0.48617 -0.05349 0.07
H 1.41131 1.30882 -2.99660 0.12
H 0.80792 -0.19285 -2.19672 0.13
H -0.30637 2.62845 -2.10383 0.06
H 0.67079 1.88605 0.38798 0.15
H -0.78510 1.51435 -0.97194 -0.03
```


Need the numbers? Relative energies in hartree: 1 0.0861; 2 0.0000.


1 | Here is an isolated ion of composition C4H7NO2S and charge -2 from OMol25. Energies are from the ωB97M-V functional and the def2-TZVPD basis.

Summary:
- Spin multiplicity: 1
- HOMO: 0.069 eV
- Charge: -2
- Frontier orbital gap: 5.85 eV

Geometry as XYZ:
```
15
Properties=species:S:1:pos:R:3:lowdin_charge:R:1
C -0.36794 0.02391 -0.73630 -0.20
N -1.48674 0.12832 0.24479 -0.01
C -2.78778 0.62850 -0.20934 -0.77
O -2.76871 0.75697 -1.42593 -0.08
O -3.63147 0.97905 0.72350 -0.18
C 0.97130 0.15725 0.13757 -0.27
C 2.08044 -0.95113 -0.17310 -0.82
S 3.65782 -0.68401 0.73277 -0.05
H -0.30139 0.70472 -1.52669 0.07
H -0.38450 -1.03814 -1.08871 0.10
H -1.58019 -0.72459 0.67430 0.05
H 1.37218 1.07914 0.27679 0.03
H 0.63197 -0.20197 1.15074 0.09
H 2.42846 -0.94801 -1.29520 0.03
H 1.54096 -1.86457 -0.12250 0.00
```


2 | Here is an isolated ion of composition C4H7NO2S and charge -2 from OMol25. Energies are from the ωB97M-V functional and the def2-TZVPD basis.

Summary:
- Spin multiplicity: 1
- HOMO: 0.639 eV
- Charge: -2
- Frontier orbital gap: 5.60 eV

Geometry as XYZ:
```
15
Properties=species:S:1:pos:R:3:lowdin_charge:R:1
O -1.28188 0.33678 -2.49120 -0.23
C -1.33021 1.22973 -1.55282 -0.54
N -0.71685 1.38754 -0.42642 0.00
C 0.25030 0.54139 0.26473 -0.46
C -0.44833 0.01279 1.51992 -0.72
S 0.46208 -1.25371 2.52788 -0.04
C 0.95586 -0.55828 -0.55780 -0.30
O 1.47312 -0.05075 -1.78068 -0.13
H -2.07940 2.03581 -1.73140 0.06
H 0.68618 0.08145 -2.35132 0.04
H 1.07379 1.18265 0.56243 0.11
H -1.37479 -0.46629 1.20143 0.03
H -0.75534 0.85706 2.15292 0.02
H 1.79956 -0.95010 0.01811 0.07
H 0.29721 -1.41360 -0.73368 0.10
```


Need the numbers? Relative energies in hartree: 1 0.0000; 2 0.0124.